A 2-piece molecular cluster, C3H5BrO2 overall at a distorted geometry, computed with wB97M-V/def2-TZVPD.

Each line ends with the Mulliken charge.
Cartesian coordinates (Å):
1 C -0.45126 -2.35113 0.06087  0.0793
2 C 0.83978 1.13150 0.65521  -1.1692
3 C -0.28561 0.56473 -0.06573  0.4181
4 O -0.91058 -2.62474 -1.00269  -0.3225
5 O -0.03082 0.56675 -1.40879  -0.4661
6 Br -2.00089 1.31754 0.50131  -0.1853
7 H 0.09811 -2.99280 0.74267  0.2473
8 H 0.75609 0.97933 1.78114  0.2958
9 H 0.80958 2.21376 0.41203  0.3270
10 H 1.79793 0.89377 0.42150  0.4165
11 H -0.62232 0.30130 -2.09751  0.3590

## Properties
- HOMO energy (alpha / beta): -8.32 / -7.76 eV
- LUMO level (alpha / beta): 0.3 / 0.2 eV
- Charge: 0
- HOMO-LUMO gap (alpha / beta): 8.58 / 7.99 eV
- DFT total energy: -77325.2846 eV

=====

A 3-piece molecular cluster, C10H28N2O3 overall at a distorted geometry, computed with wB97M-V/def2-TZVPD.

Each line ends with the Mulliken charge.
Cartesian coordinates (Å):
1 C 0.37207 -1.19242 -0.47551  -0.6135
2 O 0.52411 -2.54781 -0.19088  -0.3764
3 C 1.57620 -3.11792 -0.93729  -0.6241
4 C 1.50194 -4.63226 -0.85895  0.4225
5 C 1.78380 -5.11109 0.56233  -1.2491
6 N 2.52252 -5.23311 -1.76428  -0.7437
7 H 1.32719 -0.63948 -0.42274  0.2968
8 H -0.32454 -0.72651 0.21927  0.2105
9 H -0.00520 -1.01332 -1.49096  0.2557
10 H 1.52323 -2.80334 -1.98858  0.3213
11 H 2.52989 -2.76852 -0.50577  0.2539
12 H 0.52243 -4.94818 -1.21698  0.3095
13 H 1.22840 -4.50109 1.27862  0.3187
14 H 2.84872 -5.05391 0.78855  0.3139
15 H 1.45478 -6.13937 0.71574  0.3194
16 H 3.43652 -4.92179 -1.43733  0.2811
17 H 2.44824 -4.82044 -2.69179  0.2766
18 C -0.21333 2.34487 4.00083  -0.7161
19 O -1.01137 2.22677 2.82113  -0.4223
20 C -0.29410 2.11869 1.62571  0.1205
21 C -0.02203 3.45275 0.96100  0.4524
22 C -1.28263 4.29578 0.82986  -1.3447
23 N 0.53029 3.19847 -0.38638  -0.6376
24 H -0.39661 1.46352 4.62187  0.2432
25 H -0.55538 3.22600 4.53550  0.2487
26 H 0.84641 2.35694 3.75444  0.3590
27 H 0.63738 1.54366 1.75656  0.4722
28 H -0.87156 1.50731 0.91623  -0.5307
29 H 0.67916 4.07069 1.54317  0.3064
30 H -1.04730 5.31632 0.53155  0.3917
31 H -1.80591 4.33321 1.78775  0.3493
32 H -1.98782 3.85271 0.12192  0.1938
33 H 0.93762 4.06592 -0.72812  0.2432
34 H 1.35394 2.59864 -0.28782  0.2416
35 C -2.93750 0.19676 -2.37031  -1.2674
36 C -2.22363 1.38057 -1.74478  0.1141
37 O -0.86207 1.33826 -2.09891  -0.5738
38 H -2.46126 -0.72388 -2.03184  0.2521
39 H -2.87904 0.23142 -3.45860  0.3029
40 H -3.98488 0.18656 -2.06813  0.3732
41 H -2.36565 1.31956 -0.65303  0.1302
42 H -2.67851 2.33168 -2.05632  0.3161
43 H -0.37452 1.93741 -1.50672  0.4085

## Properties
- HOMO energy: -9.39 eV
- LUMO level: 0.7 eV
- Charge: 0
- HOMO-LUMO gap: 10.07 eV
- DFT total energy: -19945.5322 eV

=====

A 7-piece molecular cluster, C12H40NO10 overall at a distorted geometry, computed with wB97M-V/def2-TZVPD.

Each line ends with the Mulliken charge.
Cartesian coordinates (Å):
1 N -0.11576 -0.12101 0.39380  -0.5590
2 H 0.53848 0.01178 1.15172  0.2232
3 H 0.41426 -0.41794 -0.41305  0.1856
4 H -0.63932 0.69173 0.10151  0.1610
5 H -0.79073 -0.85845 0.53766  0.3958
6 C -0.49889 1.89822 -4.41787  -1.2055
7 C 0.28957 1.99942 -3.10681  0.4408
8 O 1.43367 1.18748 -3.24717  -0.5086
9 H 0.02807 2.17390 -5.33133  0.4383
10 H -1.37403 2.53968 -4.31416  0.3338
11 H -0.84163 0.86517 -4.47655  0.2248
12 H -0.38504 1.65652 -2.32233  -0.3384
13 H 0.53468 3.05148 -2.96122  0.2752
14 H 1.87610 1.37061 -4.07923  0.3004
15 C -1.57936 -4.40966 0.88731  -0.9911
16 C -1.47695 -3.23991 1.87220  -0.1610
17 O -2.03340 -2.03249 1.36130  0.6519
18 H -1.31620 -5.34906 1.37350  0.4231
19 H -0.88650 -4.27116 0.05733  0.0854
20 H -2.62451 -4.47380 0.58455  0.2705
21 H -0.44944 -3.06140 2.18915  -0.0410
22 H -2.00328 -3.58033 2.76393  0.3560
23 H -2.92187 -1.93264 1.71095  -0.2053
24 C 2.93635 -2.64057 0.28873  -0.2486
25 C 3.33007 -2.62200 1.79262  -0.7567
26 O 4.28657 -1.63481 2.07712  -0.5963
27 O 2.53894 -1.33609 -0.12895  -0.3076
28 H 2.06207 -3.28609 0.20489  0.1898
29 H 3.72342 -2.97916 -0.38505  0.3865
30 H 3.85979 -3.56960 1.89033  0.4582
31 H 2.51662 -2.55623 2.51516  0.3262
32 H 4.51994 -1.75603 3.00040  0.3524
33 H 3.35329 -0.85373 -0.28945  0.2053
34 C -2.01270 3.42855 -0.39384  -0.8035
35 C -1.47556 4.85916 -0.32893  -0.7153
36 O -1.81387 5.52835 0.82230  -0.3195
37 O -1.24030 2.50740 0.41734  0.2351
38 H -2.02874 3.11677 -1.43818  -0.1972
39 H -3.04774 3.49957 -0.05954  0.6314
40 H -1.88079 5.40649 -1.18001  0.4199
41 H -0.39361 4.73260 -0.36711  0.2698
42 H -2.71251 5.85913 0.75422  0.2549
43 H -1.82880 2.31173 1.15013  -0.3050
44 C -0.78848 -1.94719 -2.60796  -0.6448
45 C -2.18529 -1.52721 -2.20723  -0.8757
46 O -2.17950 -0.27866 -1.48667  0.3620
47 O 0.10427 -2.34406 -1.53753  -0.3323
48 H -0.34088 -1.11229 -3.14712  0.1717
49 H -0.86168 -2.78875 -3.29682  0.4328
50 H -2.69390 -2.26417 -1.58570  0.3244
51 H -2.85220 -1.57024 -3.06833  0.4377
52 H -2.95588 0.24352 -1.70153  -0.1766
53 H 0.92809 -2.50818 -2.00227  0.2070
54 C 0.79288 1.97974 3.55889  -0.6434
55 C 1.95338 0.94860 3.57069  -0.5831
56 O 1.84055 0.03179 2.45865  -0.5629
57 O 1.01574 2.82710 2.36268  -0.4151
58 H 0.78541 2.67551 4.39791  0.3970
59 H -0.16758 1.46505 3.53217  0.3569
60 H 2.00419 0.42367 4.52461  0.3475
61 H 2.88198 1.48909 3.38716  0.3618
62 H 2.68983 -0.36576 2.25302  0.2711
63 H 0.15878 2.90893 1.93779  0.3284

## Properties
- 2S+1: 2
- HOMO energy (alpha / beta): -2.00 / -9.65 eV
- LUMO level (alpha / beta): 0.3 / 0.2 eV
- Charge: 0
- <S²>: 0.751
- HOMO-LUMO gap (alpha / beta): 2.26 / 9.86 eV
- DFT total energy: -35052.1213 eV

=====

A 2-piece molecular cluster, C4H9O2 overall, computed with wB97M-V/def2-TZVPD.

Each line ends with the Mulliken charge.
Cartesian coordinates (Å):
1 C 1.49330 -0.89286 -0.64842  -1.1559
2 C 0.70193 0.18228 -0.92625  0.8051
3 O -0.29947 0.62338 -0.24788  -0.8880
4 C 0.97143 0.94935 -2.21439  -1.0898
5 H 2.34369 -1.12353 -1.27852  0.2360
6 H 1.39265 -1.44448 0.28027  0.3011
7 H -0.34666 -0.04808 1.14654  0.5769
8 H 1.90198 0.65745 -2.69612  0.2815
9 H 0.13803 0.79027 -2.90387  0.2246
10 H 0.99669 2.02164 -2.00249  0.2666
11 C -1.89854 -0.33472 2.29822  -0.5985
12 O -0.54015 -0.51823 2.04176  -0.5947
13 H -2.05266 0.30887 3.18012  0.1975
14 H -2.42093 0.12511 1.45361  0.2440
15 H -2.38129 -1.29645 2.51741  0.1937

## Properties
- HOMO energy: -2.79 eV
- LUMO level: 4.4 eV
- Charge: -1
- HOMO-LUMO gap: 7.15 eV
- DFT total energy: -8389.0850 eV